{
  "formula": "C62H88Cl4F5O16Sn",
  "method": "wB97M-V/def2-TZVPD",
  "e_tot_ha": -6173.3677,
  "charge": 1,
  "species": ["H", "C", "Cl", "H", "H", "C", "C", "Cl", "H", "H", "H", "O", "O", "H", "C", "H", "H", "H", "C", "C", "C", "C", "H", "C", "H", "H", "H", "H", "F", "H", "F", "H", "O", "C", "C", "H", "O", "C", "C", "C", "C", "H", "C", "H", "C", "H", "H", "H", "H", "H", "Cl", "H", "H", "C", "H", "O", "O", "C", "C", "H", "C", "C", "C", "H", "C", "C", "F", "C", "H", "O", "H", "C", "C", "O", "C", "C", "O", "H", "C", "C", "H", "H", "H", "C", "C", "H", "C", "H", "H", "C", "O", "H", "H", "C", "C", "H", "H", "H", "H", "H", "C", "C", "H", "O", "O", "O", "H", "H", "C", "H", "H", "C", "C", "C", "C", "C", "C", "H", "H", "C", "H", "Cl", "F", "C", "C", "H", "C", "C", "H", "H", "C", "H", "C", "F", "H", "H", "Sn", "H", "O", "H", "H", "H", "C", "H", "H", "H", "O", "C", "O", "C", "H", "H", "C", "H", "H", "H", "H", "H", "H", "C", "H", "H", "H", "C", "H", "H", "H", "H", "H", "H", "H", "C", "H", "H", "C", "H"],
  "positions_angstrom": [[3.02292, -2.38485, 6.45862], [-2.52402, 4.25017, 5.20523], [2.14171, 3.93388, 3.95496], [-2.04340, 3.34944, -3.79787], [-5.29191, 0.76273, -1.29812], [-0.49790, -3.51437, -1.61701], [4.92022, 2.87187, -2.32105], [3.62422, 4.02533, 1.44091], [1.41970, 4.85016, 1.86189], [2.22189, -3.49329, 4.30991], [-3.87724, 0.11174, 4.68568], [-1.86950, 1.79289, 4.19696], [-2.24631, 0.43049, -3.95178], [-1.19754, 1.51107, 1.09643], [2.02405, 3.98426, 2.18383], [-5.59513, -0.02172, -5.43706], [-2.52142, -4.18018, -1.47147], [4.77793, -1.55076, -4.51835], [5.24264, -3.12614, 1.39561], [3.76153, -2.81188, 5.80224], [-2.29207, -3.80408, 4.03629], [-7.40788, 1.07763, -1.25349], [0.51951, -1.29247, 3.27030], [4.68543, 1.91700, -1.35360], [2.23139, 5.06290, -5.92952], [3.38215, 3.19056, -7.06394], [-0.65130, -2.56763, 9.51831], [1.74819, 1.20270, -7.84038], [-2.01009, -3.50262, 6.27619], [-0.26975, -4.14363, -2.49130], [-4.94222, -2.53124, 0.68906], [4.13883, -3.78282, 6.17142], [4.60549, -2.56313, -2.30215], [-2.69593, 1.84058, 5.10814], [-8.68826, -0.88073, -1.75679], [-2.95654, -0.13228, -6.17613], [2.03662, -3.60313, -0.63555], [1.75307, -2.00114, -5.59470], [0.89936, 1.22738, 5.64148], [-5.31766, -1.32147, 1.27097], [-6.24936, 0.93859, 2.46313], [-4.24057, 1.57696, 2.43876], [5.53882, -0.97201, -4.06062], [4.03642, 3.49693, -2.55328], [-0.24649, -2.01691, 3.51717], [-5.41739, -1.61239, -2.00421], [-3.14028, -4.48246, 4.31127], [4.59876, -2.13414, 5.81599], [7.83824, 0.80763, -1.08952], [0.92259, -1.69430, -7.72535], [-1.21138, 5.58713, 0.00780], [8.26567, 2.62510, -2.71416], [0.76564, 2.30083, 5.43700], [-0.04475, -0.75003, 8.46919], [6.36564, -4.37416, -1.14589], [3.15857, -2.11730, 1.80176], [-0.15010, -4.24467, -0.40691], [7.02117, 1.37771, -1.48512], [1.54467, -0.36660, -3.82780], [-1.57905, 3.10856, -6.08870], [-1.57834, -3.26360, 5.03316], [0.54380, 0.43747, 0.37975], [4.06245, -2.78094, 2.21104], [-0.75672, 0.08079, 2.04389], [-6.62579, -1.26326, 1.59687], [-1.96879, -3.25094, -1.49459], [-7.61566, -2.79792, -2.52438], [2.29780, 3.13799, -6.88795], [-2.53679, -0.05355, 5.82429], [1.40851, -0.65853, -5.06374], [3.71663, 1.82683, -0.88172], [-4.37428, -0.34223, 1.56431], [-2.82502, 1.49860, -4.24503], [1.69273, 1.05234, -0.03098], [-6.30509, -1.01455, -1.89605], [0.06887, -2.25590, 8.76158], [0.26966, -0.79106, -0.06699], [5.96068, -2.31355, 1.28818], [1.43844, -5.23033, 0.92021], [5.78454, -2.71301, -2.53785], [-9.58569, -1.44575, -1.84178], [0.01149, -2.55754, -1.64934], [0.11117, 1.57184, 2.26587], [6.17365, 3.17586, -2.84167], [5.76140, 1.14966, -0.93766], [0.08384, 0.58534, 5.26717], [-5.09915, 0.26727, -6.39854], [-1.09621, 4.86946, 6.74939], [-6.48903, 1.86670, 2.90730], [1.71249, 4.20272, -6.23498], [-3.48725, 1.65781, -5.36635], [0.07750, -2.82049, 7.84212], [-0.61505, 5.34881, 5.15521], [0.32323, 4.23032, -6.03183], [1.51633, 2.09775, -7.31031], [-8.11620, -0.03987, 2.40690], [-3.34949, 1.07015, -7.36682], [-1.75868, 7.84440, 0.71944], [7.34496, -2.85544, -1.06340], [-2.39896, 2.39231, -2.35687], [3.12338, -2.85536, 4.40160], [-0.37759, 0.94104, 1.52295], [5.14444, -0.29427, -3.26238], [1.94663, -1.19241, -2.94237], [0.84568, -0.32632, 7.57547], [6.44483, -1.92296, -3.41308], [-3.08973, 6.64601, 0.96846], [1.05098, -2.44823, 9.23644], [-0.49158, 3.11297, -6.29745], [-9.54798, 0.93118, -1.17193], [-7.31349, -2.08803, 1.38463], [-7.57730, -1.54582, -2.04320], [1.13297, -4.21954, -0.09107], [6.39140, -0.23852, -5.05273], [-3.64348, 0.62230, -6.39936], [-1.09739, 4.53378, 5.71331], [1.30922, 1.11584, -3.44389], [-0.17508, -1.73542, 5.70145], [-2.21897, -2.69183, -0.58212], [-2.01234, 6.76862, 1.01511], [2.85602, -1.84761, 4.10333], [-1.47499, 6.68158, 2.70804], [5.65963, 0.14715, 0.01980], [-2.77309, 2.65387, -3.34983], [6.78616, -3.56200, -1.73002], [-0.09317, 1.59259, 7.48484], [-3.36615, 0.60441, 5.55904], [-1.94387, -3.51450, 2.71838], [-2.31002, -4.10487, 1.90372], [6.22873, 3.90929, -3.64499], [-4.88241, 0.78960, 2.17327], [2.68976, -2.22160, -5.15987], [0.13817, 2.13527, -6.99290], [-0.58679, 1.12762, -7.53905], [-5.61594, 1.19483, -6.70013], [1.63871, -6.15812, 0.40178], [2.60178, -1.08646, -0.73699], [0.87543, 1.68978, -4.21665], [-0.89562, -0.04744, 8.96314], [0.78913, 1.17174, -2.48828], [1.71658, 1.43609, 7.57227], [2.38887, -5.00682, 1.39499], [-8.63628, 0.43767, -1.39540], [-3.78146, 3.10304, -3.22031], [6.48259, -0.71840, -6.02829], [-2.66805, 4.28270, 4.13562], [4.08537, -3.28337, 3.41405], [-6.24944, 0.32693, -1.50613], [-2.99296, 2.98050, 5.72374], [7.25624, 2.43488, -2.36691], [0.59333, -5.34974, 1.57931], [-4.04384, 0.77734, 6.36858], [-0.94959, -2.61866, 2.49013], [-5.39484, -0.35893, -7.15454], [7.57709, -3.96965, -2.41939], [-0.12080, 5.11786, -5.66393], [-3.35538, -0.58341, 1.25924], [5.94176, 0.77197, -5.15216], [1.49821, 3.12630, 1.78445], [-0.62906, -2.24269, 4.87632], [2.66229, -1.63214, -7.61358], [-0.66303, -2.26401, 1.52727], [-2.32317, -2.62800, -2.33055], [-7.09364, -0.08892, 2.12563], [1.84681, -3.19605, -7.30764], [4.92267, -3.61539, 0.47777], [5.87030, -3.86329, 1.87983], [-7.29219, 2.07167, -0.92430], [1.01331, -2.65547, -5.18127], [1.85081, 0.89281, 5.20687], [-0.48144, 3.67663, 5.57137], [0.82946, 1.06104, 7.15184], [7.36763, -0.18614, -4.57964], [-3.26087, 4.89026, 5.67186], [1.76433, -2.11384, -7.14993], [2.28680, 1.56543, -3.34615]],
  "atomic_forces_ev_per_a": [[-0.36, -0.08, 0.49], [0.36, -0.35, 1.03], [-0.08, 0.10, -0.47], [-0.53, 0.18, 0.23], [0.39, 0.23, -0.08], [-0.79, 0.22, 0.14], [-1.07, 1.24, -0.13], [-0.04, 0.10, -0.09], [0.65, -0.11, 0.43], [0.55, 0.26, 0.23], [0.42, 0.63, 0.83], [-0.79, 0.30, 0.53], [-0.95, 1.85, -0.65], [-0.19, 0.03, -0.05], [-0.61, 0.48, -0.42], [0.98, -0.02, -0.65], [-0.25, -0.21, -0.08], [-1.03, -0.30, -0.27], [1.21, -1.14, 0.05], [-0.01, -0.75, -0.91], [-1.53, -1.90, -1.32], [0.28, -1.78, -0.63], [0.04, 0.01, 0.15], [0.24, -0.85, 0.82], [0.93, 0.85, 0.17], [-0.55, -0.31, -0.05], [-0.29, 0.10, -0.56], [0.92, -0.23, -0.41], [0.03, -0.35, 0.88], [0.15, 0.24, 0.36], [0.35, 1.19, 0.34], [-0.50, 0.36, -0.22], [0.22, -0.62, -0.08], [1.65, 0.66, -1.92], [-1.76, 0.06, -0.03], [0.86, -1.41, 0.41], [-0.58, 1.02, -0.45], [-1.01, 0.87, -0.80], [-0.25, -0.98, 0.46], [1.16, -1.78, -0.37], [1.99, -0.58, -0.87], [0.94, 0.92, 0.28], [1.12, 0.29, 0.83], [0.70, -0.36, -0.25], [-0.78, 0.44, 2.21], [0.08, -0.12, -0.22], [1.00, 0.59, -0.43], [0.36, 0.31, -0.19], [0.35, -0.27, 0.00], [-0.06, -0.34, 0.79], [0.09, -0.10, -0.22], [-0.10, -0.04, 0.02], [-0.11, -0.80, -0.20], [-1.32, -0.64, 0.72], [-0.29, 0.16, -0.12], [-1.81, 1.44, -0.78], [0.83, 0.77, -0.78], [-0.07, 0.37, 0.68], [0.78, 0.37, 2.80], [0.86, -0.05, -0.35], [0.39, 2.60, 1.41], [2.52, -1.45, -0.64], [0.71, -0.37, 0.18], [-0.33, -0.29, 0.00], [-1.23, -0.22, -0.40], [-0.65, 0.57, -0.18], [-0.51, -0.57, 0.08], [1.44, 0.08, 0.00], [-0.25, -0.21, 0.30], [-0.12, -0.10, -1.54], [-0.10, -0.03, -0.02], [-0.58, -1.15, -0.66], [1.61, -4.34, 0.51], [-4.28, -2.25, 1.29], [-0.48, 1.33, 0.39], [1.29, 0.94, 0.75], [1.81, 3.29, 0.56], [-0.59, 0.45, -0.53], [0.50, -0.30, 0.67], [1.09, 0.55, 1.19], [-0.87, -0.02, -0.07], [0.37, -0.18, -0.06], [0.21, 0.02, -0.28], [-0.34, -0.58, -0.01], [0.69, -0.20, -0.21], [0.23, 0.71, -0.51], [-0.98, 2.33, 1.63], [-0.11, -0.34, 0.10], [-0.89, 0.61, 0.45], [-2.26, -0.16, -0.13], [-0.45, 1.20, -0.86], [-0.38, -0.27, -0.16], [-0.29, -0.18, -0.05], [0.67, -1.12, 0.19], [-2.20, -0.10, 0.67], [-0.86, 0.17, 0.02], [-0.16, 0.01, 0.62], [-0.26, -1.78, -0.01], [-0.62, -0.52, -0.43], [-0.03, -0.27, -0.33], [-0.14, 0.15, 0.14], [1.02, 0.26, -1.13], [0.15, -0.57, -0.74], [-0.97, 1.13, -1.93], [0.21, -0.13, -0.88], [-1.12, -0.60, 0.25], [0.10, -0.24, 0.06], [-0.24, 0.22, -0.32], [-0.32, 1.48, 0.03], [-0.64, 0.53, 0.15], [0.45, 0.27, 0.03], [3.31, -1.08, -0.68], [0.33, -0.89, -0.21], [-0.41, 0.91, 0.18], [-0.34, 1.14, 0.41], [-0.73, 1.10, -0.56], [0.57, -1.71, 0.09], [0.19, 0.09, 0.36], [0.28, -0.16, -0.14], [0.23, 2.30, 0.16], [-0.36, 0.17, 0.14], [-0.11, -0.22, -0.02], [-0.25, 1.02, -0.97], [-0.44, 1.39, 0.57], [1.08, 0.49, -1.02], [0.83, -0.62, 0.27], [-0.16, -0.63, -0.71], [-0.21, -0.98, 0.56], [-0.75, 0.11, -0.34], [0.34, -0.01, 0.42], [-0.61, -0.38, -0.18], [1.09, -0.49, 0.26], [1.02, -1.05, -1.06], [-0.14, -0.15, 0.39], [0.04, -0.09, 0.33], [-0.28, -0.40, -0.27], [-0.49, -0.07, 0.31], [-1.01, 0.30, -0.86], [0.42, -0.13, -0.18], [-0.02, 0.02, -0.17], [0.87, 1.00, 0.90], [-0.20, 0.23, 0.43], [0.75, 0.85, 0.53], [0.76, 0.05, -0.34], [-0.09, -0.03, 0.16], [0.34, -0.13, -0.32], [0.82, -0.84, 1.27], [-0.30, -0.42, 0.23], [-0.69, -0.67, 0.32], [-0.46, -0.37, -0.35], [0.02, -0.20, 0.46], [-0.33, -0.12, 0.49], [1.22, 0.95, -0.06], [-0.29, -2.09, -1.74], [-0.86, 0.33, 0.59], [-0.36, 0.68, 0.58], [-0.05, 0.58, 0.36], [0.59, -0.45, -0.25], [0.22, -0.39, 0.32], [0.41, -1.25, -2.52], [-0.52, -0.43, 0.63], [0.00, -0.34, -0.91], [0.13, -0.31, 0.12], [-0.55, 0.36, 1.03], [-0.11, 0.25, -0.27], [-0.03, 0.65, -0.35], [-0.15, -0.39, 0.47], [-0.18, 1.03, 0.28], [-0.40, -0.46, 0.21], [-0.17, 0.07, 0.17], [0.30, -0.59, 0.04], [-0.99, 0.17, -0.39], [0.24, 0.46, -0.28], [0.11, 0.58, -0.09], [0.92, 0.80, 0.43], [0.58, -0.06, 0.39]],
  "lowdin_charge": [0.0614, -0.1830, 0.5758, 0.0859, 0.0934, -0.1930, -0.0976, 0.5405, 0.0191, 0.1301, 0.1022, 0.0404, 0.0383, 0.0902, -1.0037, 0.1005, 0.0822, 0.0939, 0.0312, -0.0363, -0.0117, -0.0725, 0.0962, -0.0721, 0.0880, 0.1174, 0.0903, 0.1064, 0.0630, 0.1414, 0.0100, 0.0899, -0.0070, -0.5389, -0.0371, 0.0897, -0.0344, -0.1186, -0.0865, -0.2691, -0.0663, 0.0817, -0.2045, 0.1195, -0.0671, 0.1128, 0.1463, 0.0742, 0.1152, 0.0803, 0.5130, 0.1116, 0.0014, -0.5374, 0.0718, -0.0001, 0.0205, -0.0164, -0.4377, 0.1201, -0.3061, -0.4969, -0.5891, 0.0420, -0.0285, -0.0553, 0.0692, -0.0877, 0.0827, 0.0555, 0.0670, -0.0042, -0.5696, -0.2447, -0.0053, 0.0282, -0.1767, 0.0989, 0.0519, -0.4980, 0.1226, 0.0753, 0.0673, -0.0780, -0.2528, 0.0610, -0.0541, 0.0856, 0.0953, -0.0882, -0.0216, 0.0556, 0.0449, -0.0557, -0.0098, 0.1047, 0.1308, 0.0592, 0.1019, 0.0873, -0.1808, 0.0208, 0.1203, -0.1459, -0.0280, -0.0125, 0.0257, 0.0919, -0.0151, 0.0998, 0.1387, -0.3121, -0.5396, -0.0517, -0.1707, -0.0549, 0.0797, 0.0822, 0.0718, -1.0377, 0.1025, 0.5312, 0.0009, 0.0161, 0.0260, 0.1331, 0.0458, -0.0657, 0.1068, 0.1097, -0.0876, 0.0915, -0.2814, 0.0482, 0.0915, 0.1071, 1.6242, 0.0536, 0.0928, 0.0833, 0.1082, 0.0887, -0.0669, 0.1082, 0.0816, 0.0900, 0.0212, -0.0800, -0.0032, -0.0638, 0.0949, 0.0856, -0.1194, 0.0453, 0.1024, 0.0951, 0.1144, 0.0855, -0.0136, 0.0273, 0.0844, 0.0699, 0.0894, -0.0810, 0.0820, 0.0781, 0.0931, 0.0884, 0.1189, 0.0778, 0.0120, -0.1855, 0.0806, 0.1197, -0.0401, 0.0802]
}